14
Properties=species:S:1:pos:R:3 method="wB97M-V/def2-TZVPD" smiles="NN[C@H](N)C(=O)O" homo_ev=-9.16 gap_ev=9.92 relative_energy_kcal_mol=63.4
N -0.10 -0.47 1.91
N -0.06 -0.88 0.45
C -0.42 0.18 -0.57
N -0.65 -0.52 -1.81
C 0.95 1.04 -0.54
O 1.60 1.12 -1.50
O 1.08 1.70 0.58
H -0.94 -0.79 2.48
H 0.57 -1.01 2.42
H -0.62 -1.67 0.18
H -1.22 0.82 -0.17
H 0.02 -1.17 -2.11
H -0.64 0.25 -2.52
H 0.43 1.39 1.20

148
Properties=species:S:1:pos:R:3 method="wB97M-V/def2-TZVPD" homo_ev="-8.25 / -8.25" gap_ev="6.86 / 7.55" multiplicity=3
V 8.44 19.77 19.28
B 8.21 22.50 18.79
F 7.54 23.10 17.79
F 9.18 21.39 18.07
F 9.07 23.25 19.48
F 7.39 21.50 19.59
B 10.41 17.91 19.39
F 10.52 19.44 18.97
F 11.33 17.73 20.36
F 9.08 18.00 19.89
F 10.56 17.18 18.21
B 4.96 19.08 19.24
F 4.71 19.71 18.11
F 6.66 19.34 19.68
F 4.39 19.56 20.37
F 4.90 17.76 19.14
C 8.81 15.93 16.07
C 9.31 16.92 15.02
C 8.39 18.15 14.92
C 8.16 18.65 16.27
N 8.12 18.95 17.40
H 8.83 16.40 17.05
H 9.45 15.05 16.07
H 7.83 15.54 15.78
H 9.39 16.51 13.99
H 10.32 17.28 15.25
H 7.43 17.85 14.51
H 8.80 18.94 14.31
C 13.90 17.43 16.82
C 13.56 18.81 17.32
C 13.67 18.87 18.80
C 13.11 20.09 19.45
N 12.67 21.05 19.92
H 13.83 17.44 15.73
H 13.22 16.67 17.16
H 14.90 17.03 17.14
H 12.58 18.99 16.85
H 14.18 19.55 16.82
H 14.67 18.64 19.17
H 13.21 18.03 19.26
C 11.40 24.31 14.85
C 10.96 24.01 16.26
C 11.67 22.77 16.84
C 11.39 21.56 16.09
N 11.15 20.57 15.57
H 10.87 25.19 14.48
H 11.22 23.42 14.20
H 12.47 24.59 14.82
H 9.89 23.82 16.31
H 11.19 24.87 16.89
H 11.42 22.55 17.89
H 12.75 22.94 16.90
C 10.88 12.97 22.27
C 9.57 13.67 21.89
C 9.75 14.49 20.57
C 10.11 13.63 19.44
N 10.25 13.04 18.47
H 10.68 12.39 23.17
H 11.64 13.71 22.54
H 11.26 12.32 21.46
H 9.26 14.40 22.64
H 8.76 12.93 21.77
H 10.57 15.21 20.66
H 8.83 15.00 20.30
C 9.72 17.79 23.44
C 10.03 19.05 24.24
C 10.63 20.14 23.32
C 9.78 20.29 22.15
N 9.18 20.33 21.15
H 9.41 16.98 24.13
H 10.60 17.43 22.90
H 8.91 18.00 22.73
H 10.83 18.87 24.96
H 9.14 19.43 24.75
H 11.63 19.85 23.03
H 10.66 21.14 23.78
C 2.66 12.65 20.93
C 3.38 13.74 20.19
N 4.25 13.19 19.13
C 3.60 12.29 18.17
C 2.41 12.81 17.40
C 5.05 14.22 18.50
C 6.23 14.68 19.29
H 1.97 12.22 20.22
H 2.14 13.10 21.79
H 3.39 11.89 21.20
H 2.71 14.46 19.72
H 3.98 14.32 20.88
H 4.44 11.92 17.55
H 3.23 11.39 18.66
H 2.20 12.14 16.56
H 1.49 12.84 18.00
H 2.62 13.79 16.99
H 4.47 15.13 18.25
H 5.45 13.81 17.58
H 6.98 15.21 18.71
H 6.75 13.82 19.76
H 5.89 15.35 20.09
C 15.17 18.83 22.19
C 16.15 17.99 21.43
N 15.52 17.05 20.50
C 16.55 16.30 19.81
C 17.42 17.19 18.92
C 14.60 16.12 21.18
C 13.89 15.21 20.19
H 14.46 19.32 21.49
H 15.64 19.58 22.80
H 14.56 18.19 22.84
H 16.74 18.73 20.86
H 16.85 17.43 22.09
H 17.13 15.65 20.48
H 16.07 15.59 19.17
H 18.11 16.62 18.31
H 16.76 17.74 18.23
H 17.96 17.91 19.53
H 13.86 16.70 21.76
H 15.10 15.47 21.91
H 14.49 14.47 19.68
H 13.35 15.86 19.48
H 13.11 14.71 20.78
C 2.57 16.61 22.85
C 3.98 17.12 22.71
O 4.56 17.48 24.04
C 5.84 17.77 24.19
O 6.79 17.63 23.45
C 6.06 18.24 25.73
F 5.58 19.45 25.88
F 5.44 17.46 26.58
F 7.32 18.30 26.16
H 2.31 16.15 21.89
H 1.90 17.44 23.13
H 2.43 15.77 23.58
H 4.16 17.99 22.12
H 4.56 16.30 22.31
C 12.50 18.67 13.19
C 13.56 18.05 12.26
O 13.12 16.75 11.68
C 13.19 15.74 12.56
O 13.72 15.74 13.61
C 12.54 14.43 11.92
F 11.97 14.58 10.74
F 13.57 13.56 11.82
F 11.65 13.91 12.76
H 12.19 18.04 14.03
H 11.63 18.89 12.58
H 12.92 19.62 13.63
H 14.50 17.84 12.73
H 13.76 18.64 11.36

35
Properties=species:S:1:pos:R:3 method="wB97M-V/def2-TZVPD" homo_ev=-4.22 total_charge=-1 gap_ev=6.14 relative_energy_kcal_mol=1.6
Pd -1.11 0.78 2.45
N 3.35 -0.97 -4.55
C 2.79 -0.99 -3.26
C 2.72 0.19 -2.51
C 2.21 0.16 -1.23
C 1.76 -1.04 -0.68
C 1.84 -2.21 -1.42
C 2.36 -2.18 -2.70
S 1.10 -1.04 0.95
O 1.10 -2.41 1.41
O 1.85 -0.06 1.68
N -0.41 -0.44 0.83
C -1.43 -1.22 0.33
N -2.66 -0.89 0.78
C -3.67 -1.59 0.31
C -3.51 -2.63 -0.60
C -2.21 -2.86 -1.01
N -1.17 -2.17 -0.57
H 3.28 -0.07 -5.01
H 3.03 -1.71 -5.15
H 3.07 1.12 -2.94
H 2.15 1.06 -0.63
H 1.48 -3.13 -0.98
H 2.43 -3.10 -3.28
H -4.65 -1.32 0.68
H -4.35 -3.21 -0.97
H -1.98 -3.64 -1.74
O -1.18 7.22 4.71
C -1.17 6.09 4.31
S -0.41 5.58 2.79
C -0.82 3.88 2.93
C -1.50 3.50 4.00
S -1.96 1.84 4.23
S -1.92 4.73 5.18
S -0.38 2.75 1.68

18
Properties=species:S:1:pos:R:3 method="wB97M-V/def2-TZVPD" smiles="CCSSCCC=O" homo_ev=-8.57 gap_ev=9.29 relative_energy_kcal_mol=9.4
C -2.83 0.20 -1.32
C -2.40 0.25 0.12
S -1.23 1.65 0.37
S 0.52 1.13 -0.46
C 0.93 -0.43 0.45
C 2.40 -0.68 0.15
C 3.30 0.11 1.05
O 4.49 0.17 0.95
H -3.73 -0.37 -1.59
H -2.13 -0.06 -2.10
H -3.15 1.17 -1.76
H -3.20 0.51 0.81
H -2.00 -0.72 0.44
H 0.75 -0.30 1.52
H 0.22 -1.18 0.11
H 2.58 -0.43 -0.90
H 2.70 -1.72 0.29
H 2.81 0.71 1.87